The following is a quantum chemistry calculation of a molecular structure, C52H129InN9O18 in a non-equilibrium geometry, from the OMol25 dataset.

The charge is +1. The energy above the lowest of the compared OMol25 structures with the same formula, charge and spin comes out at 134.0 kcal per mole. The value obtained for the gap between HOMO and LUMO is 2.203 eV.

Last column: Löwdin charge in e.
Geometry (Å):
1 In -14.570 17.330 -5.045  1.098
2 O -8.561 11.888 3.290  -0.202
3 O -14.952 14.251 -3.720  -0.230
4 O -10.597 19.189 -3.295  -0.171
5 O -16.675 19.095 -3.121  -0.162
6 O -13.191 14.755 1.564  0.059
7 O -10.307 14.112 -4.673  -0.115
8 O -11.031 13.392 -0.129  0.041
9 O -12.136 9.618 -4.202  -0.192
10 O -15.243 19.379 -0.806  -0.122
11 O -12.549 15.800 -3.610  0.024
12 O -18.210 17.149 1.572  -0.223
13 O -12.571 20.035 2.367  -0.158
14 O -15.213 15.352 -7.268  -0.292
15 O -15.425 10.932 -0.954  -0.206
16 O -8.382 12.941 -0.878  -0.104
17 O -14.336 17.246 -2.158  -0.033
18 O -10.574 7.314 -0.195  -0.191
19 O -9.105 17.899 0.976  -0.209
20 N -13.627 19.877 -3.457  0.038
21 N -9.873 9.240 -2.292  -0.039
22 N -14.230 17.921 4.956  0.046
23 N -5.945 18.910 2.858  0.019
24 N -12.527 15.335 -6.325  0.044
25 N -15.612 16.303 2.885  0.053
26 N -6.885 13.897 5.900  0.035
27 N -12.962 11.616 1.797  0.074
28 N -17.147 16.109 -3.974  0.032
29 C -11.804 19.719 1.259  -0.135
30 C -11.899 13.602 -7.984  -0.029
31 C -7.930 12.164 4.522  -0.170
32 C -12.470 20.713 -3.209  -0.368
33 C -18.033 16.099 2.576  -0.149
34 C -16.248 14.053 -3.087  -0.137
35 C -7.068 19.072 1.940  -0.402
36 C -12.904 14.754 -7.616  -0.378
37 C -12.965 14.979 0.316  -0.259
38 C -16.610 14.945 -7.249  -0.081
39 C -12.941 18.823 3.080  -0.181
40 C -6.119 12.548 -0.229  -0.048
41 C -13.736 16.033 -0.195  0.160
42 C -6.168 13.750 3.590  -0.049
43 C -7.491 13.154 0.162  -0.326
44 C -16.599 14.222 3.418  -0.058
45 C -18.321 15.285 -1.932  -0.014
46 C -17.120 21.419 -2.870  -0.069
47 C -16.968 15.350 -2.720  -0.399
48 C -11.658 14.663 -1.787  0.145
49 C -13.999 10.935 1.084  -0.437
50 C -10.022 16.828 1.014  -0.132
51 C -10.570 10.507 -2.446  -0.183
52 C -15.810 19.303 0.482  -0.272
53 C -15.197 9.529 -1.094  -0.089
54 C -9.093 9.151 -1.073  -0.172
55 C -7.326 13.613 4.582  -0.462
56 C -7.878 17.715 1.765  -0.116
57 C -17.740 20.021 -2.999  -0.284
58 C -13.161 19.942 5.272  -0.054
59 C -11.899 14.304 -0.540  -0.251
60 C -9.978 8.652 0.139  -0.133
61 C -14.353 14.256 -7.573  -0.199
62 C -15.305 11.021 1.895  -0.042
63 C -13.014 21.998 -2.471  -0.036
64 C -16.667 15.368 2.489  -0.446
65 C -14.346 11.641 -0.269  -0.171
66 C -19.106 18.179 1.950  -0.114
67 C -6.441 19.633 0.644  -0.071
68 C -11.154 10.628 -3.891  -0.201
69 C -11.419 19.949 -2.388  -0.173
70 C -11.347 6.876 0.839  -0.160
71 C -8.272 12.960 -5.253  -0.050
72 C -14.292 13.023 -3.877  -0.098
73 C -12.448 9.579 -5.609  -0.093
74 C -13.656 16.400 -1.567  -0.248
75 C -8.927 13.956 -4.298  -0.269
76 C -13.876 19.090 4.201  -0.457
77 C -9.797 12.510 2.998  -0.110
78 C -12.544 15.598 -2.429  -0.267
79 C -15.907 20.648 1.175  -0.040
80 C -9.763 18.217 -2.602  -0.063
81 H -8.674 12.077 5.313  0.121
82 H -10.849 13.894 -7.966  0.074
83 H -16.440 21.341 0.524  0.073
84 H -14.849 18.560 -1.115  0.023
85 H -12.878 20.883 4.801  0.067
86 H -16.477 20.613 2.103  0.078
87 H -10.082 12.002 2.076  0.063
88 H -10.892 14.183 -2.379  0.128
89 H -10.869 20.549 -1.663  0.127
90 H -18.017 14.736 -1.041  0.074
91 H -16.068 13.470 -2.183  0.118
92 H -15.946 9.161 -1.795  0.099
93 H -5.732 12.997 -1.144  0.073
94 H -12.108 13.192 -8.972  0.080
95 H -5.949 14.801 3.397  0.076
96 H -20.095 17.836 2.252  0.090
97 H -14.457 13.469 -6.826  0.116
98 H -15.201 9.048 -0.116  0.071
99 H -7.502 14.236 0.294  0.101
100 H -7.869 12.735 1.094  0.083
101 H -12.868 15.541 -8.370  0.143
102 H -12.950 10.468 -5.990  0.072
103 H -12.175 11.703 1.170  0.037
104 H -5.707 18.921 0.268  0.077
105 H -7.176 19.802 -0.143  0.059
106 H -16.426 21.435 -2.029  0.057
107 H -5.375 12.564 0.568  0.066
108 H -11.924 19.192 -1.788  0.098
109 H -16.739 14.036 -6.661  0.087
110 H -15.123 18.053 5.409  0.083
111 H -14.810 12.324 -4.533  0.102
112 H -16.341 15.978 -2.086  0.111
113 H -18.875 15.435 2.380  0.126
114 H -10.262 17.555 -1.894  0.061
115 H -14.586 12.696 -0.130  0.107
116 H -10.289 16.421 1.989  0.095
117 H -16.644 21.746 -3.794  0.076
118 H -14.183 9.285 -1.412  0.085
119 H -10.299 10.430 -4.538  0.104
120 H -16.547 15.087 1.442  0.125
121 H -9.028 18.763 -2.011  0.081
122 H -9.903 11.353 -2.282  0.099
123 H -17.889 22.167 -2.677  0.079
124 H -8.535 11.987 -4.839  0.059
125 H -6.265 11.484 -0.412  0.069
126 H -7.276 16.944 1.283  0.116
127 H -18.725 18.889 2.684  0.085
128 H -13.833 22.506 -2.980  0.077
129 H -8.896 13.732 -3.232  0.087
130 H -12.046 6.097 0.536  0.094
131 H -5.334 13.135 3.925  0.086
132 H -13.322 13.248 -4.322  0.069
133 H -10.998 17.193 0.693  0.049
134 H -14.423 17.255 4.221  0.014
135 H -9.764 13.575 2.769  0.077
136 H -14.914 21.050 1.376  0.075
137 H -8.557 13.045 -6.301  0.078
138 H -18.398 20.007 -3.868  0.115
139 H -15.620 12.059 1.791  0.058
140 H -11.627 9.196 -6.215  0.090
141 H -9.362 8.604 1.037  0.119
142 H -5.368 19.739 2.836  0.070
143 H -19.033 14.656 -2.467  0.083
144 H -5.925 20.584 0.776  0.076
145 H -10.510 8.462 -2.198  0.103
146 H -16.674 14.553 4.454  0.099
147 H -16.958 14.669 -8.244  0.087
148 H -12.218 22.735 -2.371  0.077
149 H -7.187 12.878 -5.192  0.080
150 H -7.129 11.451 4.720  0.128
151 H -9.744 16.006 0.355  0.078
152 H -8.435 14.926 -4.369  0.103
153 H -16.027 10.265 1.588  0.080
154 H -11.946 12.868 -7.180  0.065
155 H -5.342 18.226 2.424  0.063
156 H -10.863 14.453 -3.969  0.006
157 H -8.289 8.430 -1.220  0.118
158 H -12.059 21.063 -4.155  0.143
159 H -17.708 16.879 -3.640  0.054
160 H -12.009 7.701 1.105  0.069
161 H -18.687 16.294 -1.741  0.083
162 H -15.581 17.003 2.158  0.034
163 H -6.438 13.280 2.644  0.043
164 H -14.529 16.478 0.388  0.119
165 H -14.748 19.593 3.783  0.130
166 H -9.206 17.604 -3.310  0.087
167 H -15.194 18.615 1.063  0.078
168 H -13.126 8.726 -5.648  0.086
169 H -14.015 19.942 -2.527  0.033
170 H -16.783 18.865 0.261  0.105
171 H -13.525 18.227 2.379  0.090
172 H -8.747 10.158 -0.838  0.100
173 H -13.459 11.592 -0.901  0.091
174 H -17.869 15.602 -4.466  0.077
175 H -12.086 18.921 0.572  0.059
176 H -10.742 9.405 0.338  0.096
177 H -17.238 15.812 -7.045  0.085
178 H -8.181 17.408 2.766  0.117
179 H -13.787 20.177 6.133  0.079
180 H -13.242 21.805 -1.422  0.070
181 H -10.729 6.635 1.704  0.094
182 H -14.751 15.801 2.722  0.046
183 H -6.107 13.268 6.036  0.072
184 H -11.377 10.585 -1.717  0.097
185 H -12.264 14.562 -5.730  0.028
186 H -9.254 13.169 -0.548  0.017
187 H -18.326 19.731 -2.126  0.109
188 H -14.544 13.840 -8.562  0.134
189 H -13.646 9.904 1.066  0.123
190 H -17.294 13.427 3.145  0.093
191 H -16.845 13.490 -3.804  0.133
192 H -15.212 10.844 2.967  0.087
193 H -7.708 19.838 2.378  0.132
194 H -19.185 18.736 1.016  0.078
195 H -12.020 18.292 3.319  0.138
196 H -12.202 19.486 5.517  0.084
197 H -14.086 12.552 -2.916  0.080
198 H -13.269 12.578 1.814  0.037
199 H -8.079 14.355 4.317  0.126
200 H -15.568 13.890 3.303  0.072
201 H -10.780 19.509 1.567  0.086
202 H -11.671 15.866 -6.396  0.090
203 H -11.419 11.651 -4.157  0.089
204 H -10.623 12.304 3.680  0.092
205 H -11.811 20.602 0.619  0.087
206 H -14.331 20.385 -3.973  0.060
207 H -16.197 19.293 -2.312  0.008
208 H -6.421 14.788 5.793  0.075
209 H -18.112 16.463 3.600  0.128